Record 1
{"formula": "C6H9Cl2N2", "method": "the ωB97M-V functional and the def2-TZVPD basis", "elements": ["C", "C", "C", "C", "C", "C", "N", "N", "Cl", "Cl", "H", "H", "H", "H", "H", "H", "H", "H", "H"], "coordinates": [[-0.1565, -0.6231, -1.2342], [-0.7515, 0.7800, -0.7639], [1.0044, 0.1088, 0.5814], [0.9463, -0.8757, -0.3154], [-1.2574, -1.6960, -1.0760], [0.0045, 1.1529, 0.3101], [-0.1559, 2.2656, 1.0541], [-1.1411, -2.8786, -1.6737], [1.8531, -2.3717, -0.0786], [2.5269, 2.5882, 3.4263], [-0.0034, -0.4559, -2.3941], [-1.5728, 1.3970, -1.2458], [1.7086, 0.1451, 1.3629], [-1.9705, -1.5284, -0.3615], [0.2945, 2.2339, 1.9591], [-0.6682, 3.0490, 0.8287], [-1.5953, -3.7559, -1.4414], [1.4474, 3.1750, 3.5516], [-0.5132, -2.7104, -2.4894]], "e_above_lowest_kcal_mol": 0.0, "spin_multiplicity": 3, "s_squared": 2.011, "total_charge": 1, "e_tot_ha": -1263.534231, "gap_ev": [5.941, 6.988]}

Record 2
{"formula": "C6H9Cl2N2O3", "method": "the ωB97M-V functional and the def2-TZVPD basis", "elements": ["C", "C", "C", "O", "H", "Cl", "Cl", "N", "C", "C", "H", "H", "H", "H", "H", "H", "C", "H", "H", "N", "O", "O"], "coordinates": [[-0.5543, 1.2753, -0.8022], [-1.1295, 0.0664, -0.8720], [-0.5047, -1.1874, -1.4385], [-0.3305, -1.2429, -2.6543], [-1.0830, 2.1774, -1.1097], [1.1765, 1.4223, -0.8798], [-2.8277, -0.0773, -0.5265], [-0.2250, -2.1819, -0.5834], [-0.4174, -2.1010, 0.8532], [0.2451, -3.4589, -1.0883], [0.4708, -2.5049, 1.3556], [-0.5522, -1.0629, 1.1715], [-1.2933, -2.6918, 1.1594], [-0.4546, -4.2530, -0.7903], [0.3094, -3.4276, -2.1791], [1.2350, -3.6843, -0.6683], [0.4838, 3.2936, 1.6069], [-0.5259, 3.5577, 1.3009], [0.7545, 2.5015, 2.3005], [1.4699, 4.2580, 1.3493], [2.5462, 4.1586, 1.9344], [1.2071, 5.1631, 0.5607]], "e_above_lowest_kcal_mol": 23.7, "spin_multiplicity": 2, "s_squared": 0.757, "e_tot_ha": -1489.447109, "gap_ev": [9.815, 7.613]}

Record 3
{"formula": "C6H9Cl2O3PSmV", "method": "the ωB97M-V functional and the def2-TZVPD basis", "elements": ["Sm", "V", "Cl", "Cl", "C", "C", "C", "O", "O", "O", "C", "P", "C", "C", "H", "H", "H", "H", "H", "H", "H", "H", "H"], "coordinates": [[-0.8497, -0.3944, -2.7371], [-0.1182, 0.0073, 0.1651], [-1.3974, -2.1997, -0.8474], [-1.2514, 1.7772, -1.2048], [0.9797, 1.3645, 0.7451], [0.0116, -2.2755, -4.1569], [0.1152, 0.8675, -4.6759], [1.5573, 2.2977, 1.1415], [0.3368, -3.2277, -4.7511], [0.4828, 1.5375, -5.5151], [-2.3987, -2.1967, 2.7394], [-1.2265, -1.0941, 1.8993], [-1.7896, 0.5067, 2.5474], [0.3372, -1.8492, 2.4508], [-3.4381, -1.9085, 2.5088], [-2.2023, -2.0470, 3.8214], [-2.2188, -3.2522, 2.4728], [-2.0193, 0.3308, 3.6012], [-1.0508, 1.3057, 2.3979], [-2.7212, 0.7571, 2.0034], [0.2083, -2.0890, 3.5061], [0.4769, -2.7894, 1.8901], [1.1967, -1.1909, 2.2731]], "e_above_lowest_kcal_mol": 107.2, "spin_multiplicity": 8, "s_squared": 15.829, "total_charge": 4, "e_tot_ha": -3321.490753, "gap_ev": [5.173, 3.928]}

Record 4
{"formula": "C6H9ClFO2", "method": "the ωB97M-V functional and the def2-TZVPD basis", "elements": ["C", "C", "C", "C", "C", "C", "O", "O", "F", "Cl", "H", "H", "H", "H", "H", "H", "H", "H", "H"], "coordinates": [[-1.9410, -1.0135, -0.1695], [0.9646, 1.5789, 0.0849], [0.8466, -0.5108, -1.3510], [0.9274, -0.7599, 1.1860], [-1.9394, 0.3644, 0.3390], [0.7925, 0.1014, -0.0141], [-1.9246, -1.1077, -1.4267], [-1.8425, -1.9167, 0.6818], [-2.0112, 0.6702, 1.6674], [-2.2535, 1.7370, -0.6421], [1.9724, 1.8784, -0.2313], [0.2585, 2.0933, -0.5731], [0.8068, 1.9290, 1.1035], [-0.1846, -0.8179, -1.6660], [1.2174, 0.1856, -2.1052], [1.4398, -1.4264, -1.3578], [1.8859, -1.2947, 1.1807], [0.1296, -1.5142, 1.1921], [0.8552, -0.1764, 2.1015]], "e_above_lowest_kcal_mol": 56.1, "total_charge": -1, "e_tot_ha": -944.529516, "gap_ev": [7.269, 6.681]}

Record 5
{"formula": "C6H9ClN4OS2", "method": "the ωB97M-V functional and the def2-TZVPD basis", "elements": ["C", "C", "C", "C", "C", "C", "H", "H", "H", "H", "H", "H", "H", "H", "H", "N", "N", "N", "N", "O", "S", "S", "Cl"], "coordinates": [[0.2721, -0.5417, 0.5672], [1.0167, 0.4302, -0.4279], [4.2347, -0.2032, 0.2997], [-3.7933, 0.5190, 0.1882], [-3.9437, -0.8263, -0.4051], [-2.6584, 1.0829, -0.2406], [0.7374, -1.6294, 2.2136], [2.0624, -0.5547, 1.7413], [0.2637, 1.0307, -1.0337], [1.5143, -0.2213, -1.2404], [3.9469, 0.9630, -1.2857], [5.1045, -0.6017, -0.2951], [-4.6264, -1.5883, -0.0590], [-1.2300, 0.1166, -1.6993], [-2.1445, 2.0549, -0.1473], [1.0637, -0.8968, 1.6138], [3.5877, 0.7442, -0.3825], [-3.0265, -1.0017, -1.3078], [-2.2341, 0.1267, -1.2593], [3.8710, -0.6648, 1.3853], [-1.2441, -1.0009, 0.2159], [2.2174, 1.6480, 0.1206], [-4.9916, 1.0145, 1.4380]], "e_tot_ha": -1784.681875, "gap_ev": 6.590}

Record 6
{"formula": "C6H9F", "method": "the ωB97M-V functional and the def2-TZVPD basis", "elements": ["C", "C", "C", "C", "C", "C", "F", "H", "H", "H", "H", "H", "H", "H", "H", "H"], "coordinates": [[1.4848, 1.2653, -0.0802], [0.3193, 0.5455, 0.6919], [0.5180, -0.9328, 0.8752], [-0.3818, -1.6975, 0.2597], [-1.2488, -0.9220, -0.6988], [-0.9373, 0.5629, -0.3999], [-1.9470, 1.2245, 0.1798], [0.9977, 2.1981, -0.4748], [1.9226, 0.4736, -0.8319], [2.3599, 1.5042, 0.6738], [0.0729, 0.9928, 1.5551], [1.4281, -1.1413, 1.5072], [-0.2328, -2.7067, 0.3615], [-1.1823, -1.0425, -1.8036], [-2.3722, -1.2457, -0.3942], [-0.8012, 0.9214, -1.4207]], "e_above_lowest_kcal_mol": 32.3, "e_tot_ha": -333.804831, "smiles": "C[C@@H]1C=CC[C@H]1F", "gap_ev": 10.460}